[1]
34
Properties=species:S:1:pos:R:3:forces:R:3:lowdin_charge:R:1 method="wB97M-V/def2-TZVPD" lumo_energy_ev=0.941 relative_energy_kcal_mol=11.37 homo_energy_ev=-7.681 smiles=Cc1c[nH]c2ccccc12.Cc1ccccc1 largest_force_ev_per_a=1.5 orbital_gap_ev=8.6
C 0.3335 4.4182 0.2377 0.7 -0.1 -0.4 -0.05
C -0.4963 3.5592 -0.6606 -0.5 0.5 -0.1 -0.23
C -1.7447 3.9311 -1.0631 0.5 -0.2 -0.1 -0.07
N -2.3898 2.8776 -1.6677 -0.2 0.1 -0.2 0.07
C -1.5426 1.7929 -1.6831 0.1 0.4 -0.3 -0.22
C -1.7365 0.5042 -2.1671 0.2 -0.4 -0.2 -0.03
C -0.7322 -0.4153 -1.9300 -0.1 -0.3 0.6 -0.10
C 0.3968 -0.1023 -1.1539 -0.2 0.8 -0.4 -0.09
C 0.6384 1.2210 -0.8320 0.4 -0.2 0.1 -0.03
C -0.3275 2.2002 -1.0861 -0.3 -0.6 0.5 -0.13
H 1.3652 4.0743 0.3078 0.0 -0.3 0.1 0.07
H -0.1033 4.4290 1.2336 0.1 0.2 0.1 0.08
H 0.4383 5.4312 -0.1575 -0.3 0.1 0.2 0.08
H -2.2046 4.8918 -0.9433 -0.3 0.1 0.0 0.12
H -3.1982 2.9972 -2.2511 -0.1 -0.2 0.1 0.15
H -2.6375 0.1862 -2.6811 0.0 0.2 0.0 0.11
H -0.8353 -1.4332 -2.2694 -0.2 -0.2 0.0 0.09
H 1.0431 -0.8750 -0.7698 0.3 -0.1 -0.4 0.08
H 1.5981 1.4906 -0.4090 -0.1 0.1 0.4 0.11
C 3.2306 -1.9706 1.1470 -0.9 -0.7 0.9 -0.05
C 1.8846 -2.5544 1.5562 0.3 -0.2 -1.0 -0.30
C 1.0391 -1.9759 2.4900 0.3 0.3 -0.5 -0.05
C -0.2628 -2.4376 2.6340 0.0 0.1 0.0 -0.09
C -0.7111 -3.5193 1.8966 0.0 -0.3 0.0 -0.10
C 0.1538 -4.1785 1.0421 0.8 0.7 -0.3 -0.09
C 1.4412 -3.6671 0.8478 -0.9 -0.8 0.1 -0.07
H 3.3774 -1.0228 1.6611 0.3 0.0 -0.2 0.07
H 3.2589 -1.8714 0.0649 0.2 0.2 0.0 0.07
H 3.9516 -2.7234 1.4671 0.5 0.4 -0.1 0.08
H 1.4297 -1.0821 2.9673 -0.4 -0.1 0.3 0.11
H -0.9722 -1.9247 3.2575 0.0 0.2 0.3 0.10
H -1.7380 -3.8376 1.9564 -0.2 0.0 0.2 0.10
H -0.1382 -5.0020 0.4117 -0.3 -0.2 0.1 0.10
H 2.0160 -4.2017 0.0940 0.4 0.5 0.2 0.11



[2]
55
Properties=species:S:1:pos:R:3:forces:R:3:lowdin_charge:R:1 method="wB97M-V/def2-TZVPD" lumo_energy_ev=-0.219 relative_energy_kcal_mol=73.11 homo_energy_ev=-8.272 smiles="CCCOc1ccc(/C(O)=C2/C(=O)C(=O)N(CCN(C)C)[C@H]2c2ccco2)cc1" largest_force_ev_per_a=1.1 orbital_gap_ev=8.1
C 4.5782 4.3897 1.3565 0.1 -0.1 0.1 -0.10
C 4.9888 3.5158 2.5349 -0.4 -0.2 -0.2 -0.22
C 3.9087 2.4956 2.8821 0.2 0.3 0.4 -0.22
O 3.8152 1.5791 1.8069 0.1 -0.1 -0.2 -0.04
C 2.8893 0.5980 1.8516 -0.2 -0.3 -0.2 -0.26
C 1.9969 0.3806 2.8995 0.2 0.3 0.1 0.00
C 1.0843 -0.6524 2.8249 -0.1 -0.2 -0.2 0.01
C 1.0170 -1.4764 1.7040 0.2 0.0 0.3 -0.15
C -0.0236 -2.5057 1.6507 -0.3 -0.2 -0.4 -0.19
O -0.2904 -3.1031 2.8027 -0.1 0.0 0.0 0.12
C -0.7569 -2.8064 0.5319 0.0 -0.3 0.2 -0.03
C -1.9043 -3.6669 0.6184 0.6 0.1 0.6 -0.23
O -2.2458 -4.3268 1.5972 -0.2 0.0 -0.2 0.09
C -2.6357 -3.5548 -0.7052 -0.4 -0.2 -0.4 -0.37
O -3.6478 -4.1212 -1.0554 -0.1 -0.1 0.1 0.10
N -1.9228 -2.6821 -1.4568 0.1 0.1 0.1 0.01
C -2.3238 -2.3287 -2.7961 -0.5 0.0 -0.2 -0.10
C -3.5111 -1.3559 -2.8001 0.3 -0.1 0.0 -0.17
N -3.1173 -0.0213 -2.3835 -0.2 0.0 0.0 -0.27
C -4.1715 0.6724 -1.6744 0.0 0.0 0.0 -0.10
C -2.6252 0.7670 -3.4923 0.0 0.0 0.1 -0.10
C -0.7234 -2.1570 -0.8278 0.2 0.4 0.3 -0.15
C -0.7048 -0.6626 -0.7297 0.7 0.1 -0.9 -0.26
C 0.0156 0.2733 -1.4127 -0.4 -0.6 0.3 -0.04
C -0.3276 1.5228 -0.8458 -0.3 0.1 0.4 -0.06
C -1.2259 1.2477 0.1369 0.3 0.8 -0.4 -0.11
O -1.4549 -0.0692 0.2170 -0.2 -0.5 0.2 0.06
C 1.9305 -1.2723 0.6684 -0.1 0.0 0.3 -0.02
C 2.8548 -0.2582 0.7452 0.1 0.2 0.1 0.02
H 3.6874 4.9653 1.5992 -0.1 0.1 0.0 0.07
H 5.3768 5.0810 1.1006 0.0 0.1 -0.1 0.07
H 4.3642 3.7683 0.4911 0.0 0.0 -0.1 0.07
H 5.1761 4.1335 3.4146 0.0 -0.1 0.0 0.11
H 5.9053 2.9771 2.2909 0.1 0.0 0.1 0.11
H 4.1742 1.9630 3.8056 -0.1 0.0 -0.1 0.13
H 2.9457 3.0029 3.0295 0.0 -0.1 0.0 0.13
H 2.0067 1.0084 3.7762 0.0 0.1 0.1 0.11
H 0.3935 -0.8175 3.6372 -0.1 0.0 0.1 0.12
H -1.0659 -3.7180 2.6698 0.1 0.1 -0.2 0.10
H -1.4641 -1.8976 -3.3103 0.0 0.0 0.0 0.12
H -2.6340 -3.2485 -3.3026 0.1 0.1 0.0 0.13
H -4.2528 -1.7483 -2.1025 0.0 0.0 -0.1 0.12
H -3.9630 -1.3528 -3.8054 -0.1 0.0 0.0 0.12
H -5.0708 0.8295 -2.2903 -0.1 0.0 0.0 0.09
H -3.7981 1.6445 -1.3540 -0.1 0.1 0.0 0.08
H -4.4461 0.0989 -0.7907 -0.1 0.0 0.1 0.09
H -3.4073 0.9758 -4.2404 0.0 0.0 0.0 0.09
H -1.8099 0.2395 -3.9835 0.1 0.0 -0.1 0.08
H -2.2418 1.7134 -3.1140 0.1 0.0 -0.1 0.08
H 0.1471 -2.4687 -1.4250 -0.1 0.1 0.1 0.16
H 0.7040 0.0982 -2.2138 0.2 -0.1 -0.2 0.12
H 0.0465 2.4844 -1.1315 0.0 0.3 0.0 0.10
H -1.7513 1.8797 0.8252 -0.1 0.0 0.1 0.12
H 1.9398 -1.9363 -0.1803 0.0 -0.1 -0.1 0.12
H 3.5711 -0.0974 -0.0446 0.1 0.0 -0.1 0.12



[3]
97
Properties=species:S:1:pos:R:3:forces:R:3:lowdin_charge:R:1 method="wB97M-V/def2-TZVPD" lumo_energy_ev=0.408 homo_energy_ev=-10.277 smiles="O=C1OC[C@@H](F)O1.O=C1OC[C@@H](F)O1.COC(=O)OC.COC(=O)OC.COC(=O)OC.COC(=O)OC.COC(=O)OC.COC(=O)OC.ClCCl" largest_force_ev_per_a=6.6 orbital_gap_ev=10.7
O -1.1162 -5.6550 0.0923 0.1 -0.4 -1.7 0.15
C -0.1497 -5.7130 -0.6206 0.5 1.3 4.7 -0.53
O 1.0673 -5.2970 -0.0689 -2.1 -0.5 -0.2 0.07
C 1.9561 -5.1980 -1.1242 1.5 1.6 0.8 -0.12
C 1.3908 -6.0566 -2.1950 0.2 2.4 0.3 -0.35
F 1.8939 -7.2447 -2.1268 1.1 -3.2 -0.4 0.14
O 0.0218 -6.1422 -1.8367 -0.5 -0.2 -2.1 0.18
H 2.0319 -4.1580 -1.4417 -0.1 0.0 -0.1 0.10
H 2.9393 -5.4382 -0.7195 0.1 -0.4 -0.6 0.15
H 1.6180 -5.5723 -3.1446 -0.9 -0.5 -0.5 0.18
O -5.1091 -1.3896 2.0524 0.8 3.9 0.7 0.13
C -4.9217 -0.2079 2.3629 0.8 -3.5 0.1 -0.46
O -3.7358 0.2949 2.9179 -2.2 -1.7 -1.2 0.04
C -4.0521 1.5369 3.4622 -0.1 1.0 0.5 -0.07
C -5.4770 1.8842 3.0074 0.5 -1.3 2.2 -0.36
F -5.4607 2.9911 2.3072 -0.2 1.5 -1.9 0.11
O -5.8662 0.7446 2.3193 -0.4 -0.4 -0.9 0.15
H -4.0355 1.4429 4.5480 0.4 0.4 0.0 0.14
H -3.3870 2.2809 3.0237 0.2 0.1 0.5 0.13
H -6.2125 2.0349 3.7975 0.1 0.0 0.2 0.17
C 1.9960 -1.3308 -2.6001 -1.4 0.7 2.3 -0.06
O 3.2085 -1.3825 -3.2899 1.8 -2.0 -0.4 0.01
C 4.1133 -2.3413 -2.9008 1.1 -1.4 2.1 -0.45
O 4.0395 -3.1695 -1.9516 -0.3 2.8 -3.2 0.06
O 5.2330 -2.2037 -3.6658 -1.9 0.7 0.2 -0.02
C 6.4816 -2.8089 -3.3588 0.3 -0.4 0.1 -0.05
H 1.0605 -1.6781 -3.0385 0.6 -0.5 -1.0 0.08
H 1.7581 -0.2925 -2.3692 0.4 0.2 -0.2 0.08
H 2.0742 -1.8043 -1.6214 0.2 -0.1 0.0 0.09
H 6.6522 -3.0073 -2.3007 -0.3 0.2 0.0 0.10
H 7.2267 -2.1156 -3.7490 -0.1 0.0 0.2 0.09
H 6.6048 -3.7505 -3.8939 -0.3 0.0 0.0 0.09
C -2.3553 -2.0592 -2.4532 -1.3 0.3 0.5 -0.01
O -2.9723 -0.9346 -3.1130 1.0 2.2 -1.3 -0.02
C -2.1991 0.0649 -3.6731 -0.2 -1.3 -0.8 -0.49
O -0.9878 0.1327 -3.6253 -1.3 0.2 0.2 0.11
O -2.9972 0.8745 -4.4601 -0.7 -2.8 2.2 -0.01
C -2.3489 1.9199 -5.0774 1.7 1.2 0.5 -0.10
H -1.2990 -2.2339 -2.6581 -0.2 0.2 -0.2 0.09
H -3.0406 -2.8614 -2.7270 0.6 -0.4 -0.3 0.10
H -2.5701 -1.9252 -1.3930 0.6 0.1 0.0 0.07
H -1.9469 2.5704 -4.3006 -0.2 0.5 0.1 0.05
H -3.0546 2.4809 -5.6900 0.2 -0.4 -0.2 0.11
H -1.4261 1.5472 -5.5220 -0.3 0.2 -0.9 0.09
C -0.6437 4.8052 1.8906 1.0 -0.8 0.0 -0.04
O -0.1100 6.0827 1.5751 0.2 1.7 -1.2 -0.02
C 0.2845 6.9811 2.4901 -1.3 -3.8 5.2 -0.53
O 0.3437 6.5826 3.7066 0.4 2.5 -3.9 0.04
O 0.4251 8.1686 1.9637 -0.1 0.7 0.1 0.03
C 0.7225 9.3942 2.6754 0.5 1.0 -0.1 -0.02
H -1.1111 4.7176 2.8714 -0.2 0.4 -0.2 0.10
H 0.1618 4.0715 1.8586 0.2 0.1 0.3 0.06
H -1.2372 4.4998 1.0289 -0.6 0.4 0.3 0.09
H 0.2560 10.2130 2.1277 0.2 -0.4 -0.8 0.09
H 1.7998 9.5594 2.6945 0.0 -0.2 -0.2 0.09
H 0.3697 9.6854 3.6647 -0.4 -1.7 0.5 0.10
C -1.5514 -4.0912 3.6222 -0.6 1.5 -0.5 -0.06
O -0.6803 -5.0941 4.0721 0.1 -1.2 0.8 0.02
C -1.1715 -6.2509 4.5484 -4.5 -0.8 1.1 -0.51
O -2.3995 -6.6081 4.6354 4.7 1.6 -0.8 0.05
O -0.1755 -6.9531 5.0730 1.2 1.2 -0.5 0.00
C -0.4255 -8.2576 5.5142 -1.7 -1.1 -0.7 -0.06
H -2.5480 -4.0698 4.0632 -0.1 -0.9 -0.3 0.11
H -1.5184 -4.0426 2.5338 -0.5 -0.6 0.1 0.07
H -1.1919 -3.0987 3.8942 0.8 -0.2 0.5 0.09
H -0.8788 -8.7873 4.6763 0.0 -0.3 0.0 0.10
H -1.2042 -8.2443 6.2768 0.3 -0.1 0.3 0.10
H 0.4713 -8.8179 5.7786 0.1 0.8 0.2 0.10
C 4.0250 2.7999 -2.4036 1.0 -0.9 0.1 -0.03
O 3.5767 3.3816 -1.1939 -0.4 2.1 -0.7 0.01
C 3.3874 2.6518 -0.1286 -1.3 -1.6 -0.7 -0.66
O 3.6249 1.4786 -0.0462 0.8 -0.7 0.2 0.13
O 2.6742 3.3197 0.7554 0.1 0.6 1.1 0.01
C 2.4350 2.6132 1.9832 -0.1 -0.3 0.5 -0.03
H 3.2820 2.2056 -2.9353 -0.4 0.1 0.4 0.09
H 4.8511 2.1432 -2.1310 0.1 -0.1 -0.4 0.10
H 4.3765 3.5772 -3.0821 -0.1 0.2 0.4 0.10
H 1.8844 1.6801 1.8641 -0.3 0.2 -0.6 0.09
H 1.8695 3.2929 2.6208 0.3 0.0 -0.1 0.09
H 3.3425 2.2728 2.4819 0.3 0.5 -0.2 0.10
C -0.1546 2.0823 -1.0044 -0.5 0.8 -0.3 -0.08
O -0.1740 0.7214 -0.6533 0.4 -0.4 1.1 -0.03
C -0.9321 0.3475 0.4188 -1.5 1.6 -1.7 -0.56
O -1.5906 1.1133 1.1079 1.2 -1.1 -0.2 0.12
O -0.9961 -0.9556 0.3060 0.7 -1.3 0.0 0.00
C -1.8991 -1.7676 1.0648 -0.4 1.5 1.0 -0.01
H -1.0914 2.3460 -1.4952 -0.2 0.0 0.1 0.07
H 0.6097 2.2502 -1.7631 0.2 -0.2 0.3 0.08
H -0.0362 2.7567 -0.1563 0.3 -0.2 0.0 0.07
H -2.9085 -1.3883 0.9052 -0.1 -0.4 -0.3 0.08
H -1.7145 -1.5555 2.1179 0.1 -0.4 0.1 0.09
H -1.7816 -2.8210 0.8107 0.2 0.4 -0.2 0.09
Cl 0.6004 3.9150 -4.5077 0.8 0.0 -0.2 0.54
C -0.2674 5.3670 -4.0144 -0.2 0.3 -1.5 -1.05
Cl -0.9036 5.1179 -2.4318 -0.6 0.3 0.6 0.59
H 0.2731 6.3108 -4.0870 0.7 -0.5 0.4 0.04
H -0.9964 5.4686 -4.8184 -0.7 -0.1 0.6 0.03



[4]
8
Properties=species:S:1:pos:R:3:forces:R:3:lowdin_charge:R:1 method="wB97M-V/def2-TZVPD" lumo_energy_ev=-0.880 relative_energy_kcal_mol=144.27 homo_energy_ev=-9.753 largest_force_ev_per_a=3.2 orbital_gap_ev=8.9
C 1.3538 0.4593 -0.1912 -1.1 -0.4 -0.8 0.08
O 1.5145 -0.7479 -0.0392 3.1 -0.3 0.4 -0.10
O 0.6440 -1.6733 -0.0920 -2.6 -1.3 0.3 -0.10
O -2.5722 -1.5761 -0.0166 1.8 -1.2 0.1 -0.69
Br -2.9724 0.1551 0.0028 0.0 0.8 0.0 0.65
H 2.1835 0.9476 -0.5151 2.9 1.5 0.3 0.08
H -1.5670 -1.6653 0.0666 -1.5 0.4 -0.2 0.00
H 0.4715 0.8772 -0.5211 -2.6 0.5 0.0 0.08



[5]
9
Properties=species:S:1:pos:R:3:forces:R:3:lowdin_charge:R:1 method="wB97M-V/def2-TZVPD" lumo_energy_ev=0.373 relative_energy_kcal_mol=75.40 homo_energy_ev=-11.581 smiles=Cc1nnon1 largest_force_ev_per_a=2.8 orbital_gap_ev=12.0
C -1.0870 0.6590 -0.3382 -0.8 1.9 1.8 -0.04
C 0.2329 -0.0346 -0.0082 -0.9 0.5 -0.3 -0.42
N 0.5731 -0.3789 1.2651 1.4 -1.9 -0.1 0.09
N 1.6082 -1.1529 1.1364 -1.4 0.9 2.2 0.02
O 1.9342 -1.2501 -0.1258 0.6 0.7 -0.4 -0.05
N 1.1320 -0.4607 -0.8431 -1.3 -0.3 -1.7 0.11
H -1.6519 0.2636 -1.1983 0.9 0.2 0.1 0.07
H -0.8738 1.8097 -0.4561 -0.6 -2.2 0.1 0.11
H -1.8676 0.5448 0.5683 2.2 0.3 -1.8 0.12